[1]
Formula: C27H42CrN3OP2
Source: the OMol25 dataset
Level of theory: the ωB97M-V functional and the def2-TZVPD basis

```
76
Properties=species:S:1:pos:R:3:lowdin_spin:R:1
Cr 0.4718 -0.2212 -0.9668 1.183
C 5.1051 -1.9394 0.8206 -0.004
C 4.2718 -1.6391 -0.4341 -0.016
C 5.0632 -0.7344 -1.3937 -0.002
P 2.6959 -0.7111 -0.3331 -0.031
C 1.9301 -2.4327 0.9837 -0.021
C 0.5050 -2.9399 0.7330 0.004
C 2.0524 -1.9778 2.4415 -0.003
C 2.7702 0.8743 0.0916 0.002
C 3.6501 1.3479 1.0864 -0.006
C 3.8652 2.7063 1.2785 0.004
C 3.1989 3.6436 0.4938 -0.005
C 2.2932 3.2317 -0.4730 0.004
C 2.0497 1.8567 -0.6951 -0.004
N 1.0436 1.5036 -1.3605 0.007
C -0.1305 2.1614 -1.9811 0.000
C 0.0160 3.2146 -2.8916 0.003
C -1.0879 3.9412 -3.3182 -0.012
C -2.3496 3.6285 -2.8387 0.004
C -2.5213 2.5923 -1.9298 -0.011
C -1.4288 1.8243 -1.4670 0.010
P -1.5705 0.7741 -0.2883 -0.003
C -3.3812 0.3857 0.4255 -0.002
C -4.2656 -0.1521 -0.6920 0.000
C -3.9955 1.6435 1.0654 -0.001
C -0.7491 0.8756 1.4533 0.022
C -1.2311 0.0779 2.6680 0.002
C -0.6991 2.3867 1.7373 0.002
H 6.0620 -2.4025 0.5146 -0.001
H 4.6059 -2.6726 1.4726 0.000
H 5.3691 -1.0478 1.4008 0.000
H 4.1423 -2.6093 -0.9489 0.000
H 5.2675 0.2512 -0.9414 0.000
H 4.4991 -0.5887 -2.3323 -0.001
H 6.0340 -1.2011 -1.6460 0.000
H 2.5738 -3.3135 0.8034 -0.001
H -0.2281 -2.1538 0.9026 0.004
H 0.2809 -3.7843 1.4281 -0.001
H 0.3940 -3.3107 -0.2971 -0.001
H 1.4019 -1.1126 2.6395 0.000
H 3.0839 -1.6740 2.6849 0.000
H 1.7658 -2.8005 3.1240 -0.001
H 4.1716 0.6663 1.7316 -0.001
H 4.5517 3.0397 2.0468 0.000
H 3.3689 4.7005 0.6571 -0.001
H 1.7648 3.9906 -1.0312 0.000
H 0.9943 3.4589 -3.2843 0.000
H -0.9629 4.7508 -4.0250 -0.001
H -3.2076 4.1981 -3.1744 0.001
H -3.5257 2.4206 -1.6029 -0.001
H -3.4266 -0.4003 1.1993 0.000
H -4.3347 0.5087 -1.5669 0.000
H -5.2919 -0.3221 -0.3147 0.000
H -3.8767 -1.1086 -1.0321 0.000
H -3.9726 2.5415 0.4376 0.000
H -3.5193 1.8845 2.0230 0.000
H -5.0527 1.4412 1.3208 0.000
H 0.3051 0.5978 1.2827 0.008
H -2.2520 0.3507 2.9745 0.000
H -0.5712 0.2847 3.5297 0.000
H -1.2039 -1.0063 2.4686 0.000
H -1.6809 2.8375 1.9230 0.000
H -0.2433 2.9197 0.8850 0.000
H -0.0662 2.5795 2.6243 0.000
C -3.3577 -3.8469 0.1598 -0.001
N -2.8532 -3.2104 -1.0720 -0.002
C -3.8174 -3.3215 -2.1930 -0.001
C -1.9515 -2.2097 -1.0105 -0.007
N -1.1335 -1.3788 -0.9734 0.006
H -3.7261 -4.8528 -0.0529 0.000
H -4.1693 -3.2503 0.5886 0.000
H -2.5557 -3.9324 0.8976 0.000
H -4.1609 -4.3532 -2.2986 0.000
H -3.3410 -3.0289 -3.1321 0.000
H -4.6791 -2.6755 -2.0215 0.000
O 0.9528 -1.7759 -0.9852 -0.126
```

Properties
Gap between HOMO and LUMO (spin up / spin down) (eV): 5.543 / 5.635
<S²>: 0.8647
Largest force on an atom (eV Å⁻¹): 9.4
Highest occupied orbital energy (spin up / spin down) (eV): -5.4 / -5.4
E_tot (a.u.): -3020.2191
LUMO level (spin up / spin down) (eV): 0.15 / 0.24
Spin multiplicity: 2

---

[2]
Formula: C27H43BFNaO21
Source: the OMol25 dataset
Level of theory: the ωB97M-V functional and the def2-TZVPD basis

```
94
Properties=species:S:1:pos:R:3:lowdin_charge:R:1
Na -0.1231 0.1636 0.6376 0.302
O 1.8559 -0.7190 -7.4715 0.163
C 1.4294 -1.3423 -6.5548 -0.391
O 0.6317 -0.8906 -5.5920 0.207
B 0.3258 -1.9729 -4.6476 -0.891
O 1.1757 -3.1077 -5.0635 0.228
C 1.7369 -2.8252 -6.2328 -0.392
O 2.3909 -3.5568 -6.9115 0.157
O -1.1090 -2.2700 -4.6570 0.250
C -1.6012 -2.1824 -3.4321 -0.374
O -2.7192 -2.4031 -3.0874 0.156
C -0.4417 -1.7468 -2.5066 -0.370
O 0.6366 -1.5991 -3.2458 0.226
O -0.5359 -1.6109 -1.3218 0.150
C 4.2544 -0.7339 -2.6439 -0.022
C 3.9190 0.6949 -3.0164 -0.287
O 3.3294 1.1824 -1.8489 0.135
C 2.7900 0.1252 -1.1728 -0.514
O 2.0997 0.2302 -0.2167 0.172
O 3.2065 -1.0318 -1.7087 0.076
F 2.9676 0.7052 -3.9997 0.079
H 5.2149 -0.8322 -2.1351 0.144
H 4.2133 -1.4015 -3.5003 0.150
H 4.7398 1.3061 -3.3793 0.173
O -0.3077 1.6827 -1.3923 0.100
C 0.2625 2.6619 -1.8218 -0.523
O 0.3237 2.9728 -3.1058 0.014
C -0.2800 2.0594 -4.0446 -0.192
C 0.1652 2.4776 -5.4269 -0.056
C 1.0662 3.5918 -0.9692 0.040
H -1.3639 2.1874 -3.9691 0.134
H -0.0152 1.0279 -3.8416 0.105
H -0.1305 1.7462 -6.1712 0.078
H 1.2531 2.5889 -5.4452 0.080
H -0.2162 3.4663 -5.6930 0.077
H 1.2667 4.5298 -1.4906 0.093
H 2.0366 3.1473 -0.7582 0.086
H 0.5355 3.7782 -0.0440 0.064
O 0.9984 1.8470 2.0722 0.106
C 1.1904 2.1363 3.2254 -0.519
O 1.3612 3.3778 3.6624 0.013
C 1.2790 4.4251 2.6803 -0.218
C 1.2084 5.7553 3.3947 -0.062
C 1.2890 1.1302 4.3320 0.040
H 0.4201 4.2735 2.0328 0.108
H 2.1913 4.3746 2.0794 0.131
H 2.1351 6.0091 3.9025 0.079
H 0.3612 5.8021 4.0803 0.081
H 1.0088 6.5278 2.6465 0.082
H 2.2819 0.6786 4.2470 0.098
H 0.5732 0.3409 4.1201 0.065
H 1.1866 1.5621 5.3211 0.090
O -2.5226 0.2787 0.0377 0.095
C -3.6531 -0.1137 0.1556 -0.511
O -4.6204 0.6291 0.7147 0.008
C -4.3206 2.0008 0.9194 -0.238
C -5.5944 2.7693 1.1949 -0.064
C -4.1280 -1.4697 -0.2563 0.045
H -3.8198 2.4056 0.0355 0.128
H -3.6111 2.1546 1.7381 0.121
H -6.1930 2.2921 1.9658 0.078
H -6.1537 2.9612 0.2809 0.078
H -5.2854 3.7584 1.5456 0.078
H -3.3988 -1.9464 -0.9052 0.068
H -5.0723 -1.3776 -0.7985 0.100
H -4.3554 -2.1098 0.5988 0.079
O 1.3005 -1.5385 2.0971 0.098
C 1.7890 -2.5160 2.6168 -0.545
O 2.2234 -3.5607 1.9269 0.000
C 2.4349 -3.3586 0.4918 -0.171
C 3.4663 -4.3761 0.0699 -0.056
C 1.8957 -2.7442 4.0936 0.040
H 2.7350 -2.3241 0.3716 0.099
H 1.4803 -3.5687 0.0143 0.131
H 3.0487 -5.3796 0.1874 0.081
H 4.3505 -4.3881 0.7098 0.080
H 3.7646 -4.2260 -0.9660 0.080
H 2.0099 -1.8031 4.6253 0.075
H 2.7302 -3.4038 4.3169 0.090
H 0.9784 -3.2027 4.4685 0.093
O -1.5215 -0.0973 2.7484 0.087
C -2.0713 -0.6355 3.6784 -0.531
O -2.1958 -1.9518 3.7827 0.013
C -1.9106 -2.7487 2.6065 -0.184
C -2.8874 -3.8951 2.5890 -0.055
C -2.6381 0.1020 4.8544 0.042
H -0.8735 -3.0744 2.6696 0.112
H -2.0084 -2.1163 1.7232 0.112
H -3.9159 -3.5334 2.5264 0.075
H -2.8520 -4.4482 3.5310 0.081
H -2.6852 -4.5774 1.7661 0.088
H -2.5234 -0.4872 5.7611 0.091
H -3.7103 0.2129 4.6781 0.098
H -2.1536 1.0683 4.9196 0.087
```

Properties
Gap between HOMO and LUMO (eV): 8.997
Largest force on an atom (eV Å⁻¹): 1.0
Highest occupied orbital energy (eV): -9.1
E_tot (a.u.): -2922.1212
LUMO level (eV): -0.14

---

[3]
Formula: C27H43BN3O8SSiSn
Source: the OMol25 dataset
Level of theory: the ωB97M-V functional and the def2-TZVPD basis

```
85
Properties=species:S:1:pos:R:3:lowdin_charge:R:1
Sn -0.8573 -0.2494 0.4457 1.122
O 1.0968 0.0756 -0.4916 -0.198
N 1.4649 1.2920 -0.6321 0.045
N 0.5654 2.1382 -0.3533 -0.161
O -0.6419 1.7729 0.0718 -0.203
C 0.8079 3.5520 -0.4796 -0.157
C -0.1788 4.4233 -0.0505 0.001
C 0.0557 5.7858 -0.1691 -0.056
C 1.2473 6.2497 -0.7029 -0.066
C 2.2183 5.3515 -1.1271 -0.061
C 2.0089 3.9875 -1.0226 -0.010
H -1.1021 4.0452 0.3600 0.093
H -0.7021 6.4837 0.1596 0.113
H 1.4210 7.3132 -0.7939 0.112
H 3.1462 5.7136 -1.5478 0.113
H 2.7547 3.2817 -1.3553 0.114
C -6.5669 -2.9014 1.9515 -0.023
C -6.4049 -1.3928 1.8679 -0.628
C -5.9278 -0.8226 3.1958 -0.040
C -7.6942 -0.7220 1.4145 -0.016
O -5.4085 -1.1669 0.8443 -0.145
Si -4.4494 0.0801 0.4926 -0.083
S -2.7398 0.0958 1.8276 0.466
O -5.2167 1.4722 0.7866 -0.145
C -5.1572 2.7754 0.1636 -0.621
C -5.8877 3.7109 1.1124 -0.021
C -5.8610 2.7016 -1.1832 -0.015
C -3.7007 3.1951 0.0064 -0.049
O -3.9337 -0.0135 -1.0474 -0.161
C -4.2249 -0.9142 -2.1485 -0.622
C -5.7267 -0.9367 -2.3952 -0.010
C -3.4867 -0.3355 -3.3451 -0.014
C -3.7089 -2.2972 -1.8122 -0.010
H -7.3349 -3.1621 2.6804 0.093
H -5.6278 -3.3674 2.2524 0.089
H -6.8601 -3.3047 0.9817 0.089
H -6.6806 -1.0034 3.9638 0.096
H -5.7714 0.2559 3.1267 0.080
H -4.9959 -1.2962 3.5082 0.078
H -8.4938 -0.9057 2.1333 0.094
H -8.0042 -1.1175 0.4464 0.089
H -7.5500 0.3546 1.3237 0.079
H -6.9099 3.3664 1.2692 0.090
H -5.9220 4.7201 0.7003 0.092
H -5.3812 3.7450 2.0773 0.091
H -6.8847 2.3480 -1.0539 0.097
H -5.3357 2.0217 -1.8540 0.063
H -5.8929 3.6867 -1.6508 0.096
H -3.2044 3.1990 0.9782 0.081
H -3.6464 4.1982 -0.4209 0.097
H -3.1649 2.5146 -0.6584 0.073
H -6.0926 0.0706 -2.6005 0.082
H -6.2589 -1.3369 -1.5338 0.078
H -5.9486 -1.5611 -3.2615 0.098
H -3.8636 0.6600 -3.5812 0.089
H -3.6210 -0.9724 -4.2195 0.096
H -2.4177 -0.2593 -3.1349 0.086
H -4.1915 -2.6868 -0.9126 0.093
H -2.6358 -2.2651 -1.6636 0.060
H -3.9027 -2.9880 -2.6340 0.104
C 0.4280 0.7171 4.7962 0.012
N 0.9546 -0.5645 4.3175 -0.134
C 1.5948 -1.5164 5.2327 -0.001
C 0.8227 -0.8654 3.0523 -0.238
O 0.2921 -0.0691 2.2382 -0.154
H 0.6268 0.7964 5.8594 0.093
H -0.6442 0.7694 4.6129 0.099
H 0.9127 1.5379 4.2705 0.104
H 1.6392 -1.0669 6.2190 0.092
H 2.6098 -1.7378 4.9090 0.101
H 1.0161 -2.4361 5.2963 0.100
H 1.1996 -1.8390 2.7328 0.162
O -0.2962 -3.1398 -1.0596 0.163
B -0.4289 -2.4210 0.0967 -0.577
O -0.3434 -3.2059 1.2281 0.133
C -0.1676 -4.4972 0.7378 -0.180
C -0.0420 -5.6718 1.4424 0.018
C 0.1173 -6.8244 0.6782 -0.066
C 0.1477 -6.7799 -0.7136 -0.064
C 0.0190 -5.5821 -1.4107 0.027
C -0.1401 -4.4528 -0.6413 -0.180
H -0.0697 -5.6965 2.5224 0.124
H 0.2175 -7.7777 1.1781 0.110
H 0.2737 -7.6996 -1.2678 0.111
H 0.0450 -5.5363 -2.4898 0.129
```

Properties
Gap between HOMO and LUMO (eV): 8.632
Largest force on an atom (eV Å⁻¹): 0.7
Net charge: +1
Highest occupied orbital energy (eV): -11.5
E_tot (a.u.): -2747.6761
LUMO level (eV): -2.89